Record 1
Here is a 3-piece molecular cluster, C4H8O2 overall in a non-equilibrium geometry from the OMol25 dataset. Energies are from wB97M-V/def2-TZVPD.

Each line ends with the Löwdin charge.
Geometry (Å):
H 0.66 2.05 -0.62  0.0882
H 0.56 1.81 -2.43  0.0923
C -0.46 -0.25 1.89  -0.2541
H 1.42 -0.08 -1.22  0.3433
C 0.42 1.34 -1.44  -0.1348
O -1.62 -0.31 2.27  0.0106
C 0.20 -1.32 0.98  -0.2954
H 0.69 -2.00 1.71  0.1183
H -0.62 -1.87 0.49  0.1132
H 0.19 0.60 2.19  0.1242
H -1.34 0.54 -0.54  0.1124
O 1.18 -0.70 0.14  -0.3599
H -0.76 -0.27 -2.12  0.0986
C -0.52 0.45 -1.32  -0.0571

Values from the calculation:
* total energy: -8366.2410 eV
* charge: 0
* ΔE to the lowest compared entry with this formula, charge and spin: 7.041 eV
* Kohn-Sham gap: 7.820 eV
* HOMO: -8.63 eV
* spin multiplicity: 1

***

Record 2
Here is C14H28ClINOP2Pd as an isolated structure in a non-equilibrium geometry from the OMol25 dataset. Energies are from wB97M-V/def2-TZVPD.

Each line ends with the Löwdin charge.
Geometry (Å):
C 4.38 -3.83 -0.89  0.0355
C 1.88 -2.71 -1.38  -0.3258
H 0.18 3.56 -0.92  0.0706
H 3.47 -4.68 0.88  0.1449
H -0.30 -1.87 3.12  0.0560
C -3.36 -0.95 0.90  -0.2210
H -1.75 2.50 -1.30  0.0996
H -1.83 -3.39 -0.38  0.0574
H 2.93 3.37 0.26  0.0883
H -2.57 1.09 -0.63  0.0395
H 3.48 0.26 -1.36  -0.0320
H 1.65 2.88 1.42  0.0407
H -3.46 0.06 1.31  0.0541
H 2.74 -1.85 -3.15  0.1438
H -2.06 -2.07 3.50  0.0881
C -2.01 1.45 -1.50  -0.0444
Cl -0.75 1.45 1.48  0.1856
O -0.28 0.35 -2.80  0.0615
C -0.77 0.64 -1.71  -0.4105
H 5.00 -2.85 -2.72  0.1538
H 3.12 1.88 1.25  -0.0061
P 1.56 1.59 -0.61  0.7523
H 1.71 3.67 -1.83  0.0908
H -2.49 -3.82 1.22  0.0873
C -1.67 -3.30 0.70  -0.2212
C 0.88 3.01 -1.55  -0.2010
H -1.34 -0.43 3.26  0.0236
H 3.48 1.91 -2.08  0.0895
H -4.08 -1.63 1.38  0.0828
H -2.62 1.40 -2.41  0.1281
H 0.38 2.66 -2.46  0.0587
C -1.32 -1.48 2.95  -0.2317
I 2.90 -0.87 0.95  0.9718
C 4.18 -3.03 -2.02  0.0340
H 1.26 -3.68 0.45  0.1036
H 0.56 -1.46 -2.38  0.0951
H -0.71 -3.77 0.96  0.0349
H 2.36 0.65 -2.70  0.0561
C 2.93 -2.47 -2.27  0.0053
C 3.33 -4.09 -0.02  -0.0385
C 2.08 -3.52 -0.25  -0.1062
P -1.65 -1.53 1.16  0.7148
C 2.85 1.05 -1.81  -0.2453
H 5.35 -4.27 -0.69  0.1549
Pd -0.05 -0.40 0.04  0.2995
C 2.41 2.52 0.72  -0.2589
H -0.16 -2.62 -1.42  0.1026
N 0.65 -1.99 -1.50  0.0790
H -3.57 -0.91 -0.18  0.0586

Values from the calculation:
* total energy: -61159.0865 eV
* charge: +3
* ΔE to the lowest compared entry with this formula, charge and spin: 0.000 eV
* Kohn-Sham gap (spin up / spin down): 5.975 / 4.740 eV
* HOMO (spin up / spin down): -17.21 / -18.84 eV
* spin multiplicity: 5

***

Record 3
Here is C53H46GeN6O4SeZr as an isolated structure from the OMol25 dataset. Energies are from wB97M-V/def2-TZVPD.

Each line ends with the Löwdin charge.
Geometry (Å):
C -3.62 -0.70 -2.60  -0.0983
C -2.83 4.98 -0.73  -0.0474
C 3.49 5.14 -2.15  -0.0828
O 2.08 -1.17 2.81  0.0173
O 1.75 -0.13 -1.54  -0.2151
C -1.30 0.20 2.75  -0.1303
C 5.84 -0.77 -0.28  -0.0597
C -6.65 -3.16 2.80  -0.0872
C 1.95 -1.54 1.65  -0.4953
C -6.85 -2.43 3.97  -0.0947
H 2.12 3.88 5.17  0.1094
H 0.14 -6.31 3.21  0.1018
C 1.84 -2.94 1.27  0.0215
H -0.38 -1.74 2.68  0.0448
H 2.43 -2.63 -2.96  0.1016
C 0.21 -0.13 -4.96  -0.1550
C 1.02 -0.64 -5.97  -0.1019
H 5.67 -0.69 1.86  0.1169
H 1.58 -4.31 -0.35  0.1316
H 3.97 1.13 -2.32  0.0923
C -1.92 -4.15 1.58  -0.2590
C -0.86 -6.74 1.37  -0.0969
C -5.41 -3.13 2.17  -0.1076
C -4.39 -0.31 -1.52  -0.0852
C -0.54 0.70 1.55  -0.6491
C -4.36 -2.38 2.69  -0.2722
H -1.34 6.28 -1.53  0.1022
C 2.91 2.48 3.78  0.0008
H 5.76 -0.55 -2.44  0.1047
C -4.10 -0.80 -0.25  -0.1096
C -2.27 -2.06 -1.15  -0.1191
Ge -2.65 -2.34 1.74  1.0337
C -1.54 5.31 -1.10  0.0018
C -0.53 -5.94 2.45  -0.0946
C -2.25 -4.98 0.51  -0.1149
N 3.83 1.16 -0.27  0.0759
H 1.85 -3.69 2.04  0.1087
C 3.11 3.89 -1.68  -0.1348
C 5.37 -0.23 -1.48  -0.0551
H -2.17 1.84 0.26  0.0965
H 0.80 -1.94 -2.87  0.0809
C -3.04 -1.68 -0.05  -0.2773
C -1.37 -1.32 2.84  -0.2419
C 1.70 -3.29 -0.02  -0.0328
H -2.00 -6.88 -0.45  0.1007
H -5.28 -3.69 1.25  0.1022
O 0.29 1.65 1.69  -0.1235
H 1.53 4.66 1.01  0.1013
H 1.25 5.39 3.36  0.1035
H -0.81 -0.50 -4.86  0.0809
H 2.96 -0.57 -6.90  0.0936
C -2.00 2.86 -0.08  -0.1356
C 2.32 -0.18 -6.11  -0.1090
H -3.84 -0.31 -3.59  0.1040
C -1.05 -4.66 2.55  -0.1178
H 2.33 2.12 -3.62  0.0757
C 1.80 3.59 -1.28  -0.2325
C 1.97 1.32 -4.26  -0.1430
C 1.48 -2.67 -2.42  0.0152
N -0.74 3.18 -0.40  -0.0555
Zr 1.08 1.58 -0.38  1.7250
C 0.88 4.66 -1.36  -0.2412
H -4.72 -0.50 0.59  0.0983
H 0.63 -1.39 -6.64  0.0976
H 2.85 7.15 -2.56  0.0994
Se -0.46 1.50 -2.70  0.7761
C 1.91 4.07 1.82  -0.1186
C 1.26 5.93 -1.81  -0.0402
H -0.77 -4.04 3.40  0.0994
C -1.73 -6.26 0.40  -0.0892
H -1.43 -2.73 -1.02  0.0909
C -2.57 -1.58 -2.42  -0.1014
H 4.51 5.32 -2.45  0.1003
H -4.06 3.39 0.05  0.1077
H 3.33 1.82 4.52  0.1170
C -0.50 4.39 -0.93  -0.2499
H 1.06 -3.67 -2.49  0.0941
C 1.76 4.47 3.13  -0.0550
H -3.78 -1.06 4.29  0.0880
H 0.55 6.74 -1.84  0.0956
H -5.21 0.38 -1.66  0.1010
H -1.63 -1.59 3.87  0.0714
C 4.38 0.72 -1.41  -0.1389
C 2.24 3.63 4.13  -0.0585
N 2.52 2.93 1.46  0.0641
H 3.90 0.40 2.83  0.1288
H -1.96 -1.88 -3.26  0.0905
H -7.45 -3.75 2.38  0.1012
N 1.90 -0.63 0.61  0.1207
C -4.58 -1.66 3.86  -0.1080
H 3.79 1.20 -5.38  0.0997
C 0.68 0.84 -4.08  -0.6301
H -2.92 -4.61 -0.27  0.0946
H -0.46 -7.74 1.28  0.0994
H -7.81 -2.46 4.46  0.0997
H 6.61 -1.53 -0.28  0.1096
C 2.56 6.17 -2.21  -0.0873
H 3.88 3.14 -1.60  0.0595
C 5.32 -0.31 0.90  -0.0059
C 3.06 2.18 2.42  -0.2988
H -5.97 -1.11 5.41  0.1001
N 1.67 -2.34 -1.01  -0.0215
H -0.80 0.61 3.63  0.1236
H -3.63 5.69 -0.87  0.1107
C -3.07 3.72 -0.22  -0.0416
N 3.81 1.07 2.09  0.1320
C 1.79 -1.04 -0.65  -0.5140
C 2.79 0.81 -5.26  -0.0950
H -2.30 0.66 2.71  0.1235
O -0.70 0.23 0.40  -0.1114
C -5.81 -1.68 4.50  -0.0912
C 4.31 0.67 0.87  -0.3063

Values from the calculation:
* total energy: -195987.4866 eV
* charge: 0
* ΔE to the lowest compared entry with this formula, charge and spin: 0.928 eV
* Kohn-Sham gap: 7.071 eV
* HOMO: -6.76 eV
* spin multiplicity: 1

***

Record 4
Here is a 6-piece molecular cluster, C9H30N4O6 overall in a non-equilibrium geometry from the OMol25 dataset. Energies are from wB97M-V/def2-TZVPD.

Each line ends with the Löwdin charge.
Geometry (Å):
H -7.30 -12.48 26.81  0.0718
H -8.31 -13.72 27.43  0.0984
H -8.15 -9.40 28.71  0.0926
O -6.03 -11.70 28.75  -0.1074
H -6.31 -11.23 31.30  0.0941
H -4.24 -10.42 30.51  0.0768
H -3.98 -9.83 28.57  0.0795
H -3.00 -7.01 28.98  0.1255
H -7.12 -13.13 29.75  0.1098
N -4.56 -11.20 26.61  0.1371
C -4.10 -7.40 31.99  -0.0772
O -3.10 -7.55 29.80  -0.1194
H -5.00 -11.71 25.80  0.1645
H -11.10 -9.44 29.38  0.0630
C -6.68 -12.91 28.81  -0.3016
N -4.29 -9.33 27.71  0.1876
N -1.39 -11.19 29.65  0.1276
C -4.10 -6.98 30.56  -0.3535
H -6.56 -9.72 32.30  0.0713
H -0.83 -12.07 29.53  0.1450
H -9.80 -8.74 30.26  0.0858
C -7.73 -12.81 27.76  -0.0775
H -2.98 -9.26 30.18  0.0820
H -4.86 -6.84 32.55  0.0946
O -9.53 -8.03 27.88  -0.0614
C -9.18 -9.28 28.37  -0.3569
C -4.93 -9.98 26.82  -0.6877
H -8.88 -7.67 27.24  0.1075
H -7.81 -10.33 31.17  0.0766
H -6.03 -13.69 28.50  0.1116
H -5.07 -7.04 30.00  0.1220
H -4.42 -8.32 27.77  0.1169
H -6.24 -10.08 29.54  0.0508
H -9.90 -10.55 30.05  0.0721
H -3.84 -5.92 30.55  0.1164
O -5.90 -9.38 26.07  -0.0992
H -8.46 -12.05 28.04  0.0546
O -6.09 -9.56 30.37  -0.1772
C -2.58 -11.38 30.11  -0.6241
H -4.25 -8.53 32.19  0.0973
H -3.62 -11.57 26.88  0.1673
O -3.13 -12.64 30.37  -0.1415
H -9.36 -10.08 27.66  0.0937
H -3.12 -7.27 32.33  0.0550
H -5.46 -11.74 28.00  0.0078
C -10.05 -9.57 29.57  -0.0951
C -6.73 -10.20 31.37  -0.1759
H -0.91 -10.23 29.82  0.1693
N -3.28 -10.25 30.25  0.1298

Values from the calculation:
* total energy: -28062.7726 eV
* SMILES: NC(N)=O.NC(N)=O.CCO.CCO.CCO.CO
* charge: 0
* ΔE to the lowest compared entry with this formula, charge and spin: 0.000 eV
* Kohn-Sham gap: 9.452 eV
* HOMO: -9.31 eV
* spin multiplicity: 1